[1]
116
Properties=species:S:1:pos:R:3:forces:R:3 method="wB97M-V/def2-TZVPD" total_charge=-1
Li 4.816533 -3.374015 1.193291 -0.7 0.7 -0.3
C 0.389103 -0.114025 -1.654769 3.6 -0.9 2.4
C -0.754867 0.490695 -1.231629 -3.6 1.0 -3.5
C -1.071557 0.571035 0.290841 -4.9 2.9 1.1
O -2.228417 1.064025 0.662481 2.0 -1.0 -1.7
C -0.220477 0.256265 1.320171 1.9 -0.9 -1.5
C 0.978133 -0.366715 0.944831 -2.1 1.6 -3.0
C 1.401733 -0.516735 -0.635249 -2.5 -0.1 -0.5
O 2.456593 -1.116235 -0.854999 0.5 0.1 -0.2
O 1.733753 -0.823365 1.730611 4.0 -2.3 3.4
O -1.609447 0.895715 -2.198849 2.1 -0.8 3.9
H 0.668023 -0.164555 -2.696909 -0.1 -0.1 -0.1
H -0.431857 0.369125 2.373251 -0.4 0.0 -0.1
O 1.761063 -6.399045 -2.752619 0.3 -0.2 -0.1
H 1.159813 -6.643945 -2.049229 -0.3 -0.1 0.2
H 1.653853 -5.451995 -2.841129 -0.1 0.3 0.0
O -3.641447 3.144455 5.634131 0.0 0.0 0.3
H -4.509197 3.140055 5.230131 -0.2 0.0 -0.1
H -3.079937 2.696355 5.001561 0.2 -0.1 -0.3
O 0.910663 -0.720455 6.978761 0.0 0.2 0.2
H 1.727893 -1.152925 7.226441 0.2 -0.1 0.1
H 0.618793 -1.188745 6.196611 -0.2 -0.1 -0.3
O -5.453617 4.279955 -6.070359 -0.1 0.0 -0.3
H -5.893307 4.845625 -5.435599 -0.1 0.1 0.1
H -4.866277 3.738575 -5.542929 0.2 -0.2 0.1
O -7.577507 2.163105 3.541881 0.0 -0.1 0.2
H -7.144547 2.111375 2.689761 0.2 -0.1 -0.3
H -7.843077 3.079325 3.620911 -0.1 0.2 0.0
C 0.391633 -6.615365 5.891191 -1.0 0.0 -2.0
O -0.253337 -7.088045 4.978811 -0.6 -0.7 -0.3
N 1.288463 -5.678755 5.674471 3.1 2.1 -1.8
N 0.242563 -6.840505 7.158401 -1.3 -1.6 4.4
H 1.907263 -5.319895 6.387501 -0.2 -0.1 -0.2
H 1.644093 -5.725135 4.730291 0.1 0.4 0.1
H 0.977003 -6.669265 7.830251 -0.5 0.1 -0.2
H -0.643147 -7.199165 7.485471 0.4 -0.2 0.0
C -8.366647 -0.238205 -2.906489 1.7 0.3 -1.8
O -9.463597 -0.602235 -3.149869 -3.8 -0.8 -0.7
N -7.805227 -0.332585 -1.734499 1.1 -0.2 3.9
N -7.516847 0.248745 -3.831899 1.0 0.7 -1.2
H -6.804527 -0.283145 -1.607049 -0.4 0.0 0.2
H -8.411517 -0.614105 -0.977359 0.4 -0.1 -0.1
H -6.601917 0.549425 -3.527609 -0.2 0.0 -0.6
H -7.784837 0.254635 -4.805679 0.2 0.0 0.4
C 4.085163 3.861215 4.825281 1.9 1.6 -1.5
O 4.809743 4.819705 4.794561 1.5 1.8 0.5
N 4.379283 2.717525 4.239431 1.0 -3.0 -0.9
N 2.876753 3.854395 5.277181 -3.7 -0.2 1.8
H 3.577183 2.173105 3.955991 0.7 -0.4 -0.4
H 5.303063 2.590565 3.851351 -0.5 0.0 -0.1
H 2.547353 2.909555 5.414571 -1.0 0.7 0.5
H 2.452663 4.702675 5.624561 0.0 -0.5 0.1
C -1.680487 7.076535 0.495841 -1.0 0.1 -1.1
O -1.454087 8.228855 0.787141 0.3 0.5 0.6
N -2.251807 6.663485 -0.635439 -2.0 -0.1 -3.5
N -1.423867 5.964685 1.162221 2.2 -1.1 4.0
H -2.323647 5.672775 -0.818329 0.0 0.3 0.0
H -2.900437 7.217785 -1.175939 0.5 0.3 0.3
H -0.912117 6.139545 2.015241 -0.1 -0.4 0.0
H -1.883787 5.067995 1.094951 0.0 0.4 -0.3
C -4.567567 -1.714645 8.311171 0.2 -0.7 1.4
O -4.884937 -2.661585 8.971871 -1.0 -2.5 1.2
N -4.971827 -1.420655 7.141561 -3.2 -0.2 -6.4
N -3.735967 -0.832265 8.736711 3.5 3.0 2.9
H -4.732747 -0.605925 6.594611 0.1 -0.2 0.4
H -5.528667 -2.113695 6.662271 0.0 0.2 0.1
H -3.463817 -1.002765 9.694291 0.4 0.7 -0.3
H -3.477047 -0.017895 8.198321 0.1 -0.2 0.6
C 6.488813 -4.217415 -5.955179 0.7 -1.9 2.6
O 6.775183 -5.058775 -5.093839 -0.3 0.8 0.2
N 5.940963 -3.047025 -5.769999 -1.7 2.7 2.5
N 6.792463 -4.391905 -7.187129 1.3 -1.6 -4.3
H 5.695903 -2.904355 -4.800629 -0.5 0.5 -0.4
H 5.519323 -2.506805 -6.511939 0.1 -0.1 0.5
H 6.474393 -3.726165 -7.876859 0.6 -0.7 -0.3
H 7.382493 -5.202385 -7.309999 -0.3 0.2 -0.9
C -0.681827 -1.236205 -8.383139 1.3 0.6 -1.7
O -0.071807 -1.631115 -9.374489 -0.4 0.3 0.1
N -1.058577 -1.981245 -7.382229 -0.5 -3.0 2.2
N -1.007047 0.032525 -8.101089 0.1 1.2 -1.6
H -1.228537 -1.447215 -6.541979 0.0 -1.1 0.3
H -0.548987 -2.852865 -7.355809 -0.4 -0.1 0.6
H -1.271837 0.200935 -7.141079 0.3 1.2 -0.7
H -0.568427 0.623735 -8.792599 -0.4 0.9 0.8
C 8.353873 1.789295 -0.294789 -0.1 -0.2 -0.5
O 8.555353 1.224425 0.716191 0.6 -3.2 3.8
N 8.633313 3.015255 -0.465169 1.4 6.4 0.2
N 7.898903 1.325225 -1.419379 -1.9 -4.1 -3.9
H 8.399713 3.422515 -1.359409 0.4 0.7 0.7
H 8.867143 3.525295 0.374641 -0.1 0.5 -0.5
H 8.058773 0.343555 -1.595079 -0.5 0.2 -0.1
H 7.518803 1.893855 -2.162539 0.2 -0.3 0.3
C -3.486747 -4.794725 1.312801 -0.7 0.4 -1.5
C -3.172997 -5.581305 0.011611 -1.7 -0.3 0.5
C -3.233347 -4.975115 -1.338879 0.6 0.8 -1.5
O -1.913627 -6.152905 0.060231 1.2 -0.9 0.8
H -4.321187 -4.154445 1.026691 0.3 0.7 0.1
H -2.604287 -4.232515 1.618221 -0.2 0.2 0.1
H -3.957247 -5.315435 2.146831 0.7 -0.8 -0.1
H -3.943397 -6.327655 -0.182149 -0.3 -0.8 1.1
H -4.186367 -4.554995 -1.660349 0.1 0.5 0.4
H -3.100617 -5.809455 -2.027619 0.0 -0.3 0.0
H -2.348257 -4.376285 -1.553639 -0.3 0.7 0.1
H -1.772527 -6.303605 0.997771 0.5 -0.3 0.0
C 3.413203 4.812965 -1.577819 -0.4 -0.5 0.1
C 3.597133 4.758305 -3.109709 -0.1 0.9 0.8
C 2.761323 5.847875 -3.754659 -1.8 -0.2 -0.1
O 4.924593 5.163715 -3.392609 1.0 0.0 -0.2
H 3.317353 5.841115 -1.228799 0.1 0.1 -0.2
H 4.239783 4.375665 -1.017779 0.2 -0.1 -0.4
H 2.526023 4.289125 -1.222019 -0.2 0.0 -0.2
H 3.467993 3.763155 -3.535259 -0.2 0.0 0.1
H 2.971663 6.089335 -4.796559 0.6 -0.2 0.0
H 2.824623 6.743625 -3.136819 0.3 0.2 -0.1
H 1.689463 5.650845 -3.774209 -0.1 -0.3 0.2
H 4.800853 6.099325 -3.568479 0.7 0.1 0.0

---

[2]
100
Properties=species:S:1:pos:R:3:forces:R:3 method="wB97M-V/def2-TZVPD" total_charge=0 smiles="COC[C@H](C)N.COC[C@H](C)N.COC[C@H](C)N.COC[C@H](C)N.NC(N)=O.NC(N)=O.NC(N)=O.NC(N)=O"
C 1.540601 -3.889533 4.349739 0.1 1.3 -2.5
O 1.870071 -3.018433 3.571749 -0.2 1.3 -0.3
N 2.168991 -4.195353 5.438339 2.3 -1.1 3.7
N 0.519561 -4.700143 4.127539 -2.2 -1.0 -1.2
H 1.988401 -5.144403 5.732939 0.4 0.6 1.0
H 2.554101 -3.479653 6.037969 0.2 -0.5 -0.2
H 0.430811 -5.559763 4.650299 -0.5 0.3 -0.5
H 0.079271 -4.516773 3.237239 -0.2 -0.8 0.1
C 0.046601 0.754807 -0.811741 -0.2 2.0 -4.7
O -0.285179 1.441497 -1.772021 -0.8 0.7 -0.1
N -0.694769 0.018797 -0.086691 -4.6 -2.3 3.3
N 1.278061 0.488547 -0.568081 5.5 -0.3 1.2
H -1.697249 0.077277 -0.194951 0.2 -0.2 0.4
H -0.226099 -0.591753 0.567289 -1.0 -0.1 -0.1
H 1.983491 0.701327 -1.258871 -0.1 0.1 0.5
H 1.458461 -0.000983 0.296739 1.0 0.1 -0.6
C -3.279779 -5.187753 -0.931871 0.6 0.1 0.3
O -2.157649 -5.309793 -0.613091 4.8 -0.5 1.4
N -3.757359 -4.179853 -1.599191 -1.9 2.8 -2.2
N -4.222749 -6.023333 -0.602401 -3.7 -3.0 0.8
H -4.718459 -4.343023 -1.863301 0.3 1.4 -0.5
H -3.201989 -3.391133 -1.898501 -0.3 -0.4 0.0
H -5.094429 -5.883643 -1.093081 -0.1 -0.7 0.6
H -4.064839 -6.917973 -0.161071 0.3 0.4 -0.3
C -6.493109 2.456517 -0.465361 0.2 -1.1 -2.5
O -5.973449 1.378387 -0.373401 1.0 -1.5 1.3
N -7.129809 2.789057 -1.593941 -1.5 0.8 -1.6
N -6.469429 3.484227 0.344239 0.6 2.4 3.3
H -7.485999 3.733777 -1.620821 -0.2 -0.5 -0.9
H -7.233019 2.122567 -2.345781 -0.1 0.3 0.3
H -6.951869 4.338557 0.104519 0.3 -0.3 0.2
H -5.796399 3.530447 1.095889 -0.3 -0.2 -0.1
C -3.889999 -0.934113 4.770399 -0.4 0.5 -1.2
C -2.861119 -0.388543 5.725259 -0.6 -1.1 1.5
C -3.441839 0.810287 6.521259 0.3 -0.3 -0.5
O -3.652229 1.941587 5.701979 0.5 0.9 -0.1
C -2.522989 2.765547 5.387189 0.1 -1.4 0.3
N -2.432089 -1.499513 6.659749 0.3 0.4 -0.6
H -4.843159 -1.106973 5.270109 0.1 -0.2 0.2
H -3.600309 -1.841133 4.239829 0.3 -0.2 0.3
H -4.125859 -0.237333 3.966059 0.0 0.3 0.0
H -1.894079 -0.168443 5.273039 -0.3 0.7 -0.4
H -2.817329 0.968257 7.400539 0.3 0.4 0.0
H -4.456579 0.639777 6.880879 0.1 -0.7 0.1
H -1.685849 2.142837 5.071719 0.0 -0.1 -0.7
H -2.073669 3.244487 6.257149 -0.6 0.6 0.3
H -2.846139 3.441157 4.595209 0.2 0.1 0.3
H -3.145189 -2.205083 6.777039 -0.8 0.3 0.3
H -1.848069 -2.013613 6.015769 0.8 -0.3 0.3
C -2.608239 -0.392693 -6.776111 -1.6 -1.0 1.1
C -3.193639 0.956907 -7.113861 1.2 0.6 0.5
C -4.418369 1.361697 -6.208471 0.7 -0.3 -1.1
O -5.631399 0.825567 -6.693671 -0.7 -0.9 -0.3
C -6.339369 1.617987 -7.658761 0.5 0.0 0.8
N -2.063269 1.853147 -6.840911 -0.4 1.7 0.2
H -2.260749 -0.393443 -5.742981 0.3 0.5 0.2
H -1.745009 -0.692293 -7.370401 -0.5 -0.2 -0.4
H -3.438559 -1.089543 -6.661831 0.2 -0.9 -0.9
H -3.470479 1.025847 -8.165861 -0.1 0.0 0.0
H -4.561749 2.434657 -6.080801 0.5 0.3 -0.2
H -4.182719 0.954947 -5.225041 -0.5 -0.2 0.2
H -6.623309 2.537957 -7.147751 0.2 0.5 -0.4
H -7.278219 1.162577 -7.973811 0.2 -0.6 0.4
H -5.763019 1.770667 -8.571241 0.2 0.3 0.1
H -1.933359 1.827177 -5.839631 0.0 0.4 0.4
H -1.168609 1.502997 -7.152501 -0.1 -0.3 -0.6
C 4.361851 1.896057 -5.913611 -0.6 0.9 -0.2
C 4.518021 0.678847 -6.734301 1.0 -2.7 -1.1
C 4.610331 -0.619313 -5.878671 -0.9 -0.6 -0.2
O 5.573591 -0.631803 -4.851331 0.2 0.8 0.6
C 6.888391 -0.883733 -5.273801 0.7 0.1 0.0
N 3.485151 0.570637 -7.828811 0.1 0.2 1.2
H 5.189621 2.081307 -5.229091 0.0 -0.2 -0.1
H 3.416761 1.889207 -5.370591 0.0 0.0 0.1
H 4.304171 2.705217 -6.641651 0.0 0.5 0.3
H 5.514171 0.627737 -7.173811 0.3 0.8 -0.4
H 4.862651 -1.530563 -6.420951 -0.3 0.1 -1.1
H 3.630841 -0.816583 -5.443031 0.0 0.1 0.4
H 7.563831 -0.956393 -4.421391 -0.4 0.0 0.3
H 7.333271 -0.094773 -5.880201 -0.3 0.3 -0.3
H 6.999571 -1.818773 -5.822841 -0.3 -0.2 -0.2
H 3.620221 1.240377 -8.572651 0.2 0.2 0.2
H 3.375011 -0.323263 -8.285871 0.4 -0.3 0.4
C 4.436081 1.905637 5.300039 1.4 -0.5 0.5
C 5.553591 2.106637 6.376679 -0.4 0.4 0.8
C 6.838441 1.309997 6.379919 -0.3 -1.5 -0.5
O 6.459111 -0.073783 6.466419 0.8 -0.1 -0.3
C 7.516001 -1.021013 6.682719 -0.5 0.5 0.1
N 5.998811 3.501737 6.393719 0.0 0.1 -0.8
H 3.865881 0.978737 5.361789 0.1 0.0 0.6
H 4.907421 1.828027 4.320289 -0.1 0.6 -0.2
H 3.749891 2.743827 5.421199 0.0 0.0 -0.4
H 5.162931 1.907287 7.374549 -0.7 -0.4 0.0
H 7.442331 1.592747 7.242179 0.0 0.0 0.4
H 7.472071 1.540717 5.523539 -0.1 -0.2 -0.5
H 8.287051 -1.051123 5.912869 -0.1 0.4 -0.3
H 7.066421 -2.013513 6.713259 -0.1 0.1 0.1
H 8.003641 -0.823833 7.637409 0.1 0.0 0.2
H 5.206471 4.124127 6.463979 0.1 0.1 0.2
H 6.618131 3.623717 7.182169 -0.1 0.4 0.1

---

| no. | HOMO (eV) | HOMO-LUMO gap (eV) | LUMO level (eV) |
| --- | --- | --- | --- |
| 1 | -3.6 | 2.37 | -1.207 |
| 2 | -8.6 | 9.01 | 0.366 |